(1)
Entry from the Open Molecules 2025 dataset: the ion C5H15N2 with charge +1 (ωB97M-V/def2-TZVPD).

Results
Calculated total energy   -308.7511 a.u.
SMILES string   CC(C)[C@@H](N)C[NH3+]
Kohn-Sham gap   10.606 eV
Net charge   +1

Geometry (Å):
C1 -0.870 -1.296 -1.228
C2 -0.055 -1.251 0.056
C3 -0.843 -1.821 1.280
C4 0.442 0.184 0.389
N1 1.710 0.426 -0.332
C5 -0.457 1.372 -0.006
N2 0.452 2.588 -0.059
H1 -0.678 -2.204 -1.802
H2 -1.912 -1.019 -1.102
H3 -0.405 -0.589 -1.934
H4 0.771 -1.958 0.061
H5 -1.914 -1.630 1.280
H6 -0.607 -2.873 1.459
H7 -0.397 -1.416 2.197
H8 0.520 0.260 1.471
H9 2.487 -0.100 0.047
H10 1.723 0.353 -1.342
H11 -0.976 1.172 -0.939
H12 -1.162 1.588 0.793
H13 1.338 2.153 -0.437
H14 0.763 2.820 0.888
H15 0.070 3.241 -0.740



(2)
Entry from the Open Molecules 2025 dataset: a cluster of 2 separate species, C5H15N2 in total (ωB97M-V/def2-TZVPD).

Results
Calculated total energy   -308.5995 a.u.
Kohn-Sham gap   4.797 eV
Net charge   +1

Geometry (Å):
N1 -3.937 -0.594 -1.186
C1 0.190 -0.346 0.365
C2 1.421 -0.511 -0.479
C3 1.320 0.548 -1.603
C4 2.644 -0.145 0.269
C5 -0.085 0.790 1.334
N2 -1.471 0.497 1.942
H1 -4.634 -0.401 -1.827
H2 -3.570 -1.601 -1.234
H3 -3.232 0.118 -1.120
H4 -0.306 -1.315 0.704
H5 1.599 -1.542 -0.862
H6 0.426 0.356 -2.192
H7 2.241 0.479 -2.246
H8 1.187 1.521 -1.082
H9 2.431 0.583 1.013
H10 3.665 -0.090 -0.195
H11 2.685 -1.021 0.990
H12 -0.224 1.715 0.691
H13 0.624 0.964 2.176
H14 -1.586 -0.471 1.603
H15 -1.386 0.465 2.941



Energy relative to the best compared isomer or geometry (same formula, charge and spin) list, top to bottom, in kcal/mol: 26.1 121.2